Entry 1:
Below is a structure of composition C37H36N3O3Pb at a distorted geometry, with properties calculated with wB97M-V/def2-TZVPD.

```
80
Properties=species:S:1:pos:R:3:forces:R:3:mulliken_charge:R:1
C 2.487 -0.531 0.810 0.32 -0.24 -0.25 0.11
C 2.867 -1.109 -0.425 0.26 0.44 0.44 -0.98
C 2.772 -0.119 -1.439 0.33 -0.37 0.10 -0.04
H 3.258 -2.128 -0.529 -0.35 0.52 -0.13 0.47
C 2.311 1.088 -0.828 -0.57 0.16 -0.42 -0.93
C 2.183 0.854 0.580 0.17 -0.58 0.21 -0.69
H 2.104 2.039 -1.320 0.37 -0.30 0.10 0.65
C -0.910 -2.435 0.820 -0.17 -0.52 -0.70 -0.59
C 0.186 -3.056 0.163 -0.76 -0.49 -0.46 -0.85
C -0.092 -3.089 -1.244 0.70 -0.08 0.41 -0.24
H 1.082 -3.446 0.676 -0.71 0.20 -0.48 0.47
C -1.313 -2.388 -1.495 1.19 0.02 -0.24 -0.21
C -1.814 -1.986 -0.209 0.10 0.54 1.20 -0.75
H 3.090 -0.232 -2.480 -0.38 0.08 0.42 0.41
H 1.976 1.621 1.329 -0.05 -0.36 -0.33 0.47
H 2.452 -1.068 1.763 -0.01 0.46 -0.41 0.53
H -2.716 -1.390 -0.073 0.09 -0.41 0.16 0.53
H 0.530 -3.581 -2.004 -0.35 0.42 0.48 0.47
H -1.031 -2.392 1.906 0.01 0.31 -0.61 0.68
Pb -0.110 -0.015 -0.643 0.32 0.22 0.28 1.42
C -2.011 -2.158 -2.828 0.56 0.16 0.52 2.93
C -3.402 -2.775 -2.646 -0.42 -0.04 0.00 -1.82
C -1.253 -2.855 -3.947 0.05 -0.11 -0.12 -2.30
H -3.336 -3.777 -2.202 0.10 0.23 -0.12 0.40
H -3.919 -2.880 -3.600 0.02 0.09 -0.10 0.48
H -4.031 -2.170 -1.987 0.07 -0.04 -0.06 0.37
H -1.282 -3.937 -3.805 0.06 0.05 -0.06 0.51
H -0.210 -2.533 -3.997 -0.05 -0.02 0.01 0.37
H -1.721 -2.629 -4.906 -0.05 -0.05 -0.05 0.39
C -2.139 -0.633 -3.167 -0.81 -0.42 -0.50 -1.88
C -0.914 0.099 -3.655 1.84 0.45 0.21 0.30
H -2.625 -0.097 -2.330 0.47 0.01 -0.23 0.22
H -2.861 -0.536 -3.982 -0.20 -0.18 0.02 0.64
O 0.190 0.110 -3.037 -1.70 -0.24 -0.46 -0.35
N -0.956 0.892 -4.743 0.20 -0.15 0.07 -0.04
C 0.146 1.888 -4.862 -0.60 -0.05 0.13 -1.24
H -1.580 0.711 -5.528 0.04 0.30 0.58 0.33
C 1.519 1.330 -5.105 0.67 -0.09 -0.52 0.82
C 2.660 1.982 -4.620 -0.12 -0.14 0.02 -0.27
H 2.511 2.874 -4.005 0.25 -0.20 -0.11 0.40
C 3.943 1.504 -4.922 -0.15 -0.19 -0.17 -0.68
H 4.841 2.009 -4.540 -0.55 -0.20 -0.18 0.38
C 4.082 0.366 -5.734 -0.18 0.15 0.16 -0.42
H 5.078 -0.014 -5.983 -0.41 0.16 0.11 0.39
C 2.941 -0.273 -6.231 -0.09 0.11 0.09 -0.75
H 3.024 -1.155 -6.868 0.09 0.25 0.15 0.40
C 1.670 0.219 -5.924 0.36 0.02 0.05 -0.19
H 0.770 -0.239 -6.321 0.21 -0.20 -0.06 0.39
H 0.155 2.448 -3.918 -0.09 -0.01 -0.31 0.31
H -0.150 2.557 -5.671 0.04 0.05 0.06 0.44
O -1.681 2.187 0.347 0.20 -0.38 0.53 -0.77
C -1.327 1.684 1.419 0.75 -0.63 1.43 -0.02
N -1.382 2.154 2.709 -0.70 0.62 -2.19 0.05
C -0.765 1.250 3.663 0.82 0.02 -0.61 3.77
C -0.266 0.135 2.726 1.43 -2.23 0.16 -1.18
O 0.390 -0.898 3.025 -1.64 2.71 -0.28 -0.71
N -0.696 0.440 1.493 -0.40 0.37 -0.70 0.29
C 0.410 1.907 4.372 -0.09 -0.22 0.28 -0.92
C 1.738 1.555 4.128 0.10 0.17 0.57 -0.04
C 2.756 2.047 4.964 -0.30 0.06 -0.18 -1.15
C 2.440 2.919 6.015 -0.32 -0.07 -0.21 -0.47
C 1.103 3.313 6.207 0.10 -0.07 -0.31 -0.85
C 0.100 2.813 5.376 0.48 0.15 0.28 0.09
C -1.762 0.523 4.505 -0.20 -0.33 0.78 -0.33
C -1.352 0.055 5.748 -0.44 -0.17 0.18 -0.21
C -2.223 -0.701 6.533 -0.16 -0.02 -0.20 -0.96
C -3.494 -1.037 6.043 0.13 0.30 -0.29 -0.44
C -3.872 -0.621 4.752 0.32 0.06 0.12 -0.85
C -2.994 0.148 3.977 -0.32 -0.21 0.51 -0.28
H -1.895 3.015 2.838 0.24 -0.11 0.70 0.29
H 1.974 0.845 3.343 0.07 0.06 0.29 0.44
H 3.783 1.706 4.778 -0.43 0.31 0.20 0.42
H 3.224 3.295 6.678 -0.30 -0.17 -0.24 0.39
H 0.817 3.998 7.004 0.26 -0.13 -0.14 0.41
H -0.945 3.080 5.515 0.16 0.04 0.23 0.42
H -0.342 0.291 6.068 -0.23 -0.09 0.23 0.50
H -1.898 -1.017 7.526 -0.19 0.00 -0.32 0.41
H -4.190 -1.616 6.658 0.29 0.21 -0.25 0.39
H -4.849 -0.881 4.337 0.33 0.01 0.25 0.40
H -3.258 0.444 2.963 -0.11 0.01 0.25 0.42
```
Forces are in eV/Å.

Computed properties:
Total charge: +1
HOMO level (spin up / spin down) (Ha): -0.3956 / -0.3763
Kohn-Sham gap (spin up / spin down) (eV): 4.3 / 3.8

***

Entry 2:
Below is a structure of composition CH2F3NO4S2 at a distorted geometry, with properties calculated with wB97M-V/def2-TZVPD.

```
13
Properties=species:S:1:pos:R:3:forces:R:3:mulliken_charge:R:1
C 1.011 1.496 0.858 1.66 2.08 1.96 0.37
N -1.373 -0.225 1.623 0.04 0.59 -0.59 -0.29
O 1.912 2.283 0.609 -1.75 -0.67 0.83 -0.51
O -0.889 -0.837 -0.936 -0.42 1.42 -1.94 -0.17
O 0.754 0.503 0.087 -1.05 -1.34 -0.50 -0.35
O -1.748 -1.615 1.240 -0.42 -0.03 -0.10 -0.25
F -0.308 1.117 -2.410 -0.23 -1.61 0.62 -0.29
F 1.276 -1.629 -1.070 -0.01 -0.27 -1.17 -0.36
F -0.060 -1.167 -3.140 0.42 0.78 1.48 -0.19
S 0.490 -0.288 -1.886 -0.14 -0.07 -1.64 0.83
S -0.405 -1.047 0.511 0.81 -0.01 4.46 0.81
H 0.390 1.494 1.888 1.13 0.25 -2.03 0.10
H -1.051 -0.087 2.625 -0.03 -1.11 -1.39 0.31
```
Forces are in eV/Å.

Computed properties:
ΔE to the lowest compared entry with this formula, charge and spin (eV): 3.777
HOMO level (Ha): -0.3912
Kohn-Sham gap (eV): 9.7

***

Entry 3:
Below is a cluster of 2 separate species, C4H6N2O in total, with properties calculated with wB97M-V/def2-TZVPD.

```
13
Properties=species:S:1:pos:R:3:forces:R:3:mulliken_charge:R:1
C 0.453 -0.968 1.878 -0.08 0.09 0.23 -0.62
O 0.782 -1.423 0.557 -0.02 -0.04 -0.19 -0.26
C -0.043 -1.083 -0.409 -0.44 0.20 0.07 0.16
N -1.131 -0.514 -0.371 0.27 -0.10 -0.11 0.49
N -1.980 0.339 -0.707 0.06 -0.29 0.11 -0.80
C 0.373 1.688 -1.951 0.53 -0.07 0.24 -0.31
C 1.476 1.516 -1.502 -0.46 0.14 -0.25 -0.44
H 1.252 -1.323 2.530 -0.13 0.08 -0.09 0.23
H 0.397 0.124 1.900 0.02 -0.13 -0.02 0.30
H -0.505 -1.399 2.184 0.11 0.07 -0.03 0.28
H -2.900 -0.116 -0.695 0.08 0.03 0.05 0.22
H -0.634 1.787 -2.296 0.20 0.02 0.06 0.37
H 2.461 1.372 -1.118 -0.14 0.02 -0.07 0.38
```
Forces are in eV/Å.

Computed properties:
ΔE to the lowest compared entry with this formula, charge and spin (eV): 6.677
HOMO level (spin up / spin down) (Ha): -0.3259 / -0.3259
Kohn-Sham gap (spin up / spin down) (eV): 9.3 / 9.3

***

Entry 4:
Below is an isolated molecule of C21H30N2O6S at a distorted geometry, with properties calculated with wB97M-V/def2-TZVPD.

```
60
Properties=species:S:1:pos:R:3:forces:R:3:mulliken_charge:R:1
C 4.309 2.271 -1.344 0.23 0.16 -0.11 -1.59
C 2.936 2.595 -0.866 0.09 0.12 -0.01 0.90
C 2.584 3.879 -0.451 0.02 -0.16 -0.04 -0.81
C 1.313 4.165 0.014 -0.28 -0.15 0.05 -0.94
C 0.351 3.161 0.083 0.26 -0.10 -0.17 -0.03
C -1.020 3.446 0.587 0.04 0.39 0.01 0.28
O -1.502 4.540 0.710 0.08 -0.13 -0.01 -0.64
O -1.631 2.295 0.898 0.07 -0.27 0.00 -0.18
C -3.015 2.294 1.227 -0.55 0.28 0.02 -0.94
C -3.836 1.492 0.200 0.28 0.45 0.29 1.03
O -4.857 1.977 -0.250 -0.23 0.23 0.06 -0.68
N -3.377 0.282 -0.160 0.07 -0.30 -0.29 0.22
C -2.249 -0.435 0.390 0.02 -0.26 0.45 -1.61
C -2.676 -1.796 0.953 0.29 -0.10 -0.21 0.82
C -1.443 -2.537 1.461 -0.26 0.16 -0.02 -1.76
C -3.400 -2.593 -0.131 -0.32 0.30 0.36 -1.26
C -4.584 -1.796 -0.679 0.20 -0.13 -0.32 0.95
C -5.305 -2.556 -1.787 0.06 0.19 0.25 -1.75
C -4.072 -0.452 -1.202 -0.47 -0.05 0.00 -1.33
C 0.684 1.881 -0.347 -0.23 0.09 0.10 -0.21
C 1.952 1.613 -0.810 -0.03 -0.55 -0.08 0.40
S 2.265 -0.075 -1.322 0.22 -0.02 0.33 1.21
O 1.055 -0.835 -1.146 -0.02 0.16 0.19 -0.58
O 2.893 -0.114 -2.609 0.18 0.07 0.00 -0.76
N 3.421 -0.538 -0.181 -0.64 0.51 -0.69 0.34
C 4.226 -1.677 -0.585 0.37 -0.34 -0.19 -0.63
C 5.332 -1.870 0.453 -0.11 0.07 -0.30 -0.61
O 4.789 -2.065 1.739 0.00 -0.20 0.08 -0.38
C 3.986 -0.977 2.126 -0.27 0.27 -0.06 -0.91
C 2.845 -0.743 1.132 -0.06 -0.15 0.63 -0.23
H 4.252 1.709 -2.274 0.15 0.07 -0.04 0.32
H 4.896 3.173 -1.492 0.03 0.04 -0.01 0.46
H 4.809 1.633 -0.615 0.09 -0.01 0.01 0.19
H 3.323 4.665 -0.496 0.09 0.05 -0.01 0.42
H 1.049 5.162 0.333 -0.02 0.10 0.02 0.48
H -3.131 1.860 2.226 0.07 0.05 -0.11 0.29
H -3.398 3.319 1.229 0.03 -0.29 -0.01 0.47
H -1.776 0.146 1.178 0.03 -0.05 -0.09 1.06
H -1.513 -0.608 -0.406 0.05 0.03 0.06 0.16
H -3.369 -1.630 1.787 0.00 0.05 -0.03 0.38
H -0.711 -2.632 0.661 0.13 -0.06 -0.09 0.22
H -1.711 -3.532 1.809 0.03 -0.11 0.05 0.50
H -0.981 -1.996 2.284 0.11 0.02 0.11 0.46
H -3.749 -3.544 0.277 0.04 -0.09 -0.02 0.47
H -2.702 -2.811 -0.942 0.08 -0.06 -0.11 0.22
H -5.289 -1.601 0.136 0.03 0.05 0.00 0.24
H -6.147 -1.979 -2.160 -0.12 0.02 -0.10 0.44
H -5.677 -3.507 -1.414 -0.05 -0.12 -0.01 0.42
H -4.628 -2.753 -2.615 0.07 -0.05 -0.14 0.36
H -4.899 0.170 -1.549 0.14 -0.09 -0.02 0.57
H -3.376 -0.623 -2.031 0.00 -0.03 -0.04 0.25
H -0.037 1.082 -0.336 -0.13 -0.03 0.07 0.63
H 4.635 -1.458 -1.571 0.12 -0.16 0.04 0.41
H 3.612 -2.587 -0.640 0.09 0.01 -0.02 0.30
H 5.918 -2.762 0.231 -0.02 0.10 -0.07 0.35
H 5.989 -0.987 0.455 -0.01 -0.07 -0.03 0.32
H 3.593 -1.223 3.113 -0.02 0.11 -0.07 0.35
H 4.598 -0.064 2.190 -0.05 -0.05 0.04 0.37
H 2.278 0.151 1.400 -0.01 -0.05 0.19 0.33
H 2.167 -1.608 1.127 0.04 0.08 0.06 0.24
```
Forces are in eV/Å.

Computed properties:
ΔE to the lowest compared entry with this formula, charge and spin (eV): 0.298
HOMO level (Ha): -0.3365
Kohn-Sham gap (eV): 9.2

***

Number 1: DFT total energy -54804.577 eV, M 777.91 g mol⁻¹. Number 2: DFT total energy -40565.225 eV, M 213.16 g mol⁻¹. Number 3: DFT total energy -9266.825 eV, M 98.10 g mol⁻¹. Number 4: DFT total energy -48364.884 eV, M 438.55 g mol⁻¹.